This record from the Open Molecules 2025 dataset describes a molecular structure, C48H60N3O3PS. The level of theory is wB97M-V/def2-TZVPD.

Properties
Lowest unoccupied orbital energy   -0.016 Ha
Relative energy (zero: lowest compared OMol25 entry of this formula, charge and spin)   0.0 kcal per mole
Gap between HOMO and LUMO   7.27 eV

```
116
Properties=species:S:1:pos:R:3:forces:R:3
S 0.050580 4.081915 -0.871724 0.1 0.4 0.0
P 1.897035 -0.260816 0.332268 0.5 0.0 0.0
O -0.965469 -4.886680 -4.278393 0.1 0.0 -0.1
O 1.976591 -2.200739 -3.214779 -0.1 0.2 -0.3
O 2.645552 -4.208209 -4.126064 0.2 -0.1 -0.1
N 0.770170 2.779402 -0.298798 -0.1 -0.1 0.0
N -1.300465 1.889982 -4.410058 -0.5 -0.5 -0.1
N -0.564322 3.529580 -2.240298 0.1 -0.1 0.1
C -0.527576 1.360779 -3.370727 -0.2 0.7 -0.2
C 1.000911 0.437516 -1.112126 0.0 0.6 0.4
C -2.660315 -3.602623 4.487998 0.0 0.0 0.0
C -0.340074 -0.785168 -4.521528 -0.1 0.0 -0.2
C 0.761843 -1.627862 0.845126 -0.2 0.2 0.2
C 0.363505 -5.137277 -3.833300 -0.3 0.0 -0.1
C 2.664056 -3.406671 -2.990482 0.0 0.0 0.0
C -3.948395 2.670549 1.323109 0.0 0.0 0.0
C -0.707525 1.329858 4.866787 0.0 0.1 -0.1
C 4.749897 0.109652 10.407320 0.0 0.0 0.0
C 3.195929 -0.429366 12.160750 0.0 0.0 0.0
C 1.382430 -4.434768 -4.721396 -0.1 0.0 -0.1
C 4.489089 -0.435203 11.656683 0.0 0.0 0.0
C -5.644219 3.846466 2.554915 0.0 0.0 0.0
C -1.980693 -4.638602 2.005895 0.0 0.0 0.0
C -2.655288 2.374482 -4.056978 0.1 0.1 -0.2
C -5.117995 2.657218 2.070074 0.0 0.0 0.0
C 3.716837 0.660127 9.661768 0.0 0.0 0.0
C 3.023427 3.346805 -8.157662 0.0 0.0 0.0
C -3.315887 -4.501913 2.358415 0.0 0.0 0.0
C 1.003499 1.262919 6.552649 0.0 0.0 0.0
C 2.528516 2.496790 -5.562012 0.0 0.0 0.0
C 0.575397 -0.001309 6.937290 0.0 0.0 0.0
C 2.162557 0.119494 11.414613 0.0 0.0 0.0
C 4.060168 2.848480 -7.380857 0.0 0.0 0.0
C -0.983463 -4.260572 2.895118 -0.1 0.0 -0.1
C 1.490476 2.993968 -6.338934 0.0 0.1 0.0
C -5.000384 5.048199 2.294379 0.0 0.0 0.0
C 0.160220 -0.278088 -5.905677 -0.2 -0.2 0.0
C -3.656225 -3.983933 3.600154 0.0 0.0 0.0
C -1.325231 -3.743794 4.135428 0.1 0.1 0.1
C -0.005672 0.104432 -3.348737 0.3 -0.5 -0.1
C 0.547788 1.797360 -1.185782 0.2 -0.3 0.2
C 1.738095 3.417621 -7.637330 0.0 0.0 0.0
C 1.528936 -0.818642 -6.322734 -0.2 0.2 -0.1
C 1.673076 0.903152 1.716348 -0.2 0.1 0.1
C 3.812734 2.422277 -6.082883 0.0 0.0 0.0
C -0.493227 -0.596259 6.282233 0.0 -0.1 0.0
C -3.304141 3.872408 1.063225 0.0 0.0 0.0
C 1.215189 -1.771783 -2.098430 0.2 -0.2 -0.2
C -3.829159 5.061163 1.549791 0.0 0.0 0.0
C 0.760880 -0.340453 -2.210432 -0.1 -0.3 -0.1
C -0.889885 -0.598991 -6.977311 0.0 0.0 0.0
C -1.134609 0.068700 5.247555 0.0 -0.1 0.0
C 2.423275 0.663964 10.164832 0.0 0.0 0.0
C 0.361633 1.930186 5.517843 0.0 0.0 0.0
C -3.751891 1.566837 -4.740022 0.2 -0.1 0.0
C -0.209565 2.239895 -2.303124 -0.1 0.2 0.1
H 1.910934 0.340765 2.619107 0.1 0.0 0.0
H -0.830633 -1.581470 6.579543 0.0 0.0 0.0
H 0.695804 2.914631 5.216981 0.0 0.0 0.0
H 1.153683 0.122802 11.806275 0.0 0.0 0.0
H 1.410373 -1.675690 -6.985424 0.0 -0.2 0.1
H -3.325500 5.997968 1.348605 0.0 0.0 0.0
H 0.472441 -4.836010 -2.790613 0.1 0.0 0.1
H -4.687968 1.666104 -4.197698 -0.1 0.1 0.0
H 1.076588 -0.521926 7.743353 0.0 0.0 0.0
H -5.411757 5.975118 2.672173 0.0 0.0 0.0
H -3.502723 0.504947 -4.768232 0.0 -0.1 0.1
H 0.220705 0.804681 -5.839306 0.4 0.0 -0.1
H 0.481912 -6.214007 -3.899867 0.1 -0.1 0.2
H 2.134116 -1.106195 -5.475975 0.2 -0.1 0.3
H 3.716268 -3.208162 -2.793229 0.1 0.0 0.0
H 5.061733 2.791633 -7.787221 0.0 0.0 0.0
H -1.389629 -1.544784 -6.764143 0.0 -0.1 0.0
H 0.593209 -1.583240 1.919092 0.1 0.0 0.1
H 1.616470 1.091813 9.583236 0.0 0.0 0.0
H 0.676193 1.314703 1.826036 -0.2 0.0 0.0
H 0.953948 -3.495480 -5.075435 0.0 0.1 0.0
H 5.294270 -0.865568 12.237758 0.0 0.0 0.0
H 1.840388 1.728493 7.058389 0.0 0.0 0.0
H -1.212145 1.844572 4.058565 0.0 0.0 0.0
H 2.068734 -0.062343 -6.891843 0.1 0.0 0.0
H 2.226879 -3.921695 -2.128094 -0.1 0.0 0.1
H 2.993537 -0.852724 13.135934 0.0 0.0 0.0
H 0.356120 -2.438086 -1.947147 -0.1 -0.1 0.0
H 1.854102 -1.856500 -1.219989 0.0 -0.1 -0.1
H 3.921333 1.085911 8.687493 0.0 0.0 0.0
H -1.716916 -5.042271 1.036663 0.0 0.0 0.0
H 0.489650 3.044908 -5.926585 0.0 0.1 0.0
H 0.056987 -4.368125 2.617119 0.0 0.0 0.0
H 2.371616 1.726069 1.622661 0.1 0.1 0.0
H -1.662321 0.168967 -7.037644 -0.1 0.0 0.0
H 2.332468 2.163510 -4.549479 0.0 0.0 0.0
H -2.786294 2.327754 -2.981445 0.0 0.1 0.2
H -2.925104 -3.192438 5.454568 0.0 0.0 0.0
H -0.438753 -0.683433 -7.962579 0.0 0.1 -0.1
H 1.586643 -5.045704 -5.595768 0.0 0.0 -0.1
H -3.905924 1.898846 -5.764020 0.0 0.0 -0.1
H -1.433238 -0.834453 -4.577554 -0.1 0.0 0.1
H -3.537158 1.743401 0.943624 0.0 0.0 0.0
H 3.217419 3.679058 -9.169392 0.0 0.0 0.0
H 4.620500 2.030658 -5.478021 0.0 0.0 0.0
H -0.215228 -1.568403 0.369699 -0.1 0.0 -0.1
H -1.398136 1.211333 -5.152348 0.0 0.2 0.0
H -5.618994 1.720081 2.275457 0.0 0.0 0.0
H -2.390447 3.878645 0.483623 0.0 0.0 0.0
H -6.556800 3.836698 3.136522 0.0 0.0 0.0
H -4.697405 -3.876157 3.875082 0.0 0.0 0.0
H -1.965247 -0.399443 4.734173 0.0 0.0 0.0
H -0.547332 -3.443149 4.825894 0.0 0.0 0.0
H -2.738935 3.411568 -4.370005 0.0 0.2 0.2
H 1.232697 -2.576464 0.604810 -0.1 -0.2 0.1
H 0.001112 -1.801197 -4.353907 0.1 -0.1 0.0
H 0.928389 3.801314 -8.244845 0.0 0.0 0.0
H -4.091572 -4.800680 1.665391 0.0 0.0 0.0
H 5.758449 0.106004 10.014948 0.0 0.0 0.0
H -1.085611 -3.934783 -4.350525 0.0 0.1 0.0
```
Forces are in eV/Å.